119
Properties=species:S:1:pos:R:3:forces:R:3:lowdin_charge:R:1 method="wB97M-V/def2-TZVPD" homo_lumo_gap_ev=6.6 total_charge=+1 e_lumo_ev=-3.29 e_homo_ha=-0.364 e_tot_ha=-16107.301637
S 10.22266 -2.24548 0.69676 -1.36 0.69 -3.28 0.641
C 9.53518 -1.94807 -0.83805 -0.43 0.42 2.33 -0.972
S 9.65691 -3.31319 -2.11699 -0.56 0.64 0.51 0.762
C 7.95360 -3.91935 -2.60466 -2.52 0.80 0.20 -0.491
C 6.91193 -4.05007 -1.30252 0.77 -0.83 -0.54 -0.231
C 5.44277 -4.39668 -1.94076 -0.50 0.27 0.83 -0.178
C 4.28023 -3.24476 -1.59568 1.76 -0.98 -0.62 -0.244
C 2.93845 -3.71038 -2.41313 1.81 1.82 -2.33 -0.084
N 1.97126 -4.56886 -1.62924 -0.92 -0.17 -1.01 0.031
C 1.73748 -4.12647 -0.19780 0.59 -0.38 3.31 -0.068
C 2.78356 -2.94503 0.31616 -0.61 0.76 0.89 -0.219
C 2.26326 -1.41642 0.00160 -1.75 4.75 -1.52 -0.062
C 0.82968 -1.09302 -0.69866 2.61 2.22 1.07 -0.037
C 0.40262 0.42762 -0.97003 0.60 -0.36 0.17 -0.132
N 1.06983 1.72287 -0.66236 3.01 -7.63 1.09 -0.042
C 2.37276 1.37484 -0.03097 0.58 -0.78 -1.40 -0.341
C 3.05997 -0.03127 0.31309 -3.13 -1.26 -1.94 -0.065
O 4.15410 -3.23552 -0.13117 -2.38 0.17 -1.09 -0.134
N 8.86071 -0.59652 -1.06821 -0.83 1.58 -1.18 -0.192
C 7.55328 -0.11710 -0.40626 1.70 4.34 -3.19 -0.038
C 7.37086 1.41148 -1.01592 3.37 -5.01 -0.12 -0.083
N 8.50926 1.68345 -1.97607 0.18 -5.41 2.72 -0.026
C 9.41867 0.45124 -2.00889 -5.13 2.11 2.37 -0.057
H 7.42196 -3.15882 -3.35454 1.36 -1.62 1.46 0.097
H 8.01753 -4.98585 -3.13277 0.33 2.40 1.25 0.094
H 6.92381 -3.09910 -0.61387 -0.16 -1.71 -1.60 0.099
H 7.32247 -4.94513 -0.64752 -1.04 1.86 -1.32 0.080
H 5.52754 -4.48320 -3.10875 -0.17 0.14 2.22 0.118
H 5.05906 -5.43572 -1.49548 0.74 2.26 -1.03 0.081
H 4.70477 -2.18564 -1.94512 -1.38 -2.21 0.55 0.184
H 2.43318 -2.74504 -2.88768 0.59 -2.21 1.43 0.162
H 3.32443 -4.35070 -3.34386 -1.00 1.32 2.14 0.156
H 2.30378 -5.57733 -1.70373 -0.57 1.60 0.43 0.201
H 1.03170 -4.51692 -2.12685 1.49 -0.27 0.61 0.199
H 1.98893 -5.07528 0.48150 -0.55 2.13 -1.54 0.165
H 0.62345 -3.84943 0.04151 2.21 -0.44 -0.90 0.139
H 2.79736 -3.04507 1.50565 0.07 0.15 -2.69 0.184
H 0.11352 -1.97730 -1.00428 1.38 2.23 0.65 0.065
H -0.64945 0.56444 -1.52252 3.16 -0.21 1.49 0.004
H 3.01705 2.33726 0.26874 -1.39 -2.67 -1.34 0.029
H 4.13661 -0.06644 0.79153 -3.11 0.22 -1.90 -0.069
H 6.85546 -0.68241 0.34442 2.03 0.92 -1.75 0.043
H 6.49211 2.15239 -0.73288 2.41 -1.75 -0.88 0.030
H 10.37804 0.37014 -2.67473 -2.20 -0.04 1.69 0.135
C -3.59607 0.52876 -0.45446 -0.09 0.23 -0.20 -1.038
Cl -4.07404 -0.34390 1.00675 -0.05 0.06 0.02 0.560
Cl -2.49009 -0.43687 -1.43904 -0.93 -0.58 -0.24 0.579
H -4.48932 0.75565 -1.04159 0.41 -0.36 0.20 -0.054
H -3.09771 1.45774 -0.16700 -0.06 -0.37 -0.03 -0.025
C 7.91266 -8.17399 -0.86604 0.31 -0.37 0.33 -0.987
Cl 6.56192 -7.61528 -1.86026 -0.12 -0.15 -0.09 0.540
Cl 9.23680 -7.00283 -0.87568 -0.03 -0.09 0.04 0.545
H 7.56580 -8.31038 0.16118 0.04 0.15 -0.30 0.035
H 8.27622 -9.12530 -1.26207 -0.11 0.32 -0.01 0.035
C -5.08559 3.69210 1.17608 -0.43 0.24 0.14 -0.959
Cl -3.41178 3.38946 1.65764 0.15 0.07 0.18 0.540
Cl -5.46283 2.88892 -0.35286 -0.28 0.50 0.20 0.559
H -5.75360 3.31109 1.95240 0.26 -0.05 -0.22 0.003
H -5.23280 4.76842 1.05832 0.14 -0.30 -0.08 0.038
C 6.64837 -0.68611 3.27467 0.54 -0.18 0.40 -0.964
Cl 5.29764 -0.12740 2.28045 0.55 -0.23 1.00 0.599
Cl 7.97252 0.48506 3.26503 -0.10 -0.17 0.05 0.534
H 6.30152 -0.82250 4.30189 -0.01 0.15 -0.30 0.036
H 7.01194 -1.63741 2.87864 -0.09 0.28 -0.02 0.029
C 2.05013 2.68381 3.64821 -0.34 0.26 0.51 -0.942
Cl 3.72394 2.38117 4.12977 -0.09 0.14 0.09 0.520
Cl 1.67289 1.88062 2.11927 -0.81 0.19 2.56 0.663
H 1.38212 2.30280 4.42453 0.23 0.01 -0.19 0.035
H 1.90292 3.76012 3.53045 0.14 -0.24 -0.09 0.027
C 3.83896 5.47071 -0.91316 -0.34 0.39 -0.17 -0.999
Cl 4.65823 3.90587 -0.84122 -0.01 0.02 -0.14 0.558
Cl 4.46672 6.57460 0.31664 -0.08 -0.02 -0.09 0.509
H 3.99818 5.91061 -1.90070 0.12 -0.17 0.29 0.037
H 2.76989 5.32064 -0.74412 0.31 -0.04 0.08 -0.021
C -4.52224 -4.20420 0.85565 -0.39 0.34 -0.09 -1.024
Cl -5.26531 -5.24020 2.08026 -0.04 0.09 -0.05 0.529
Cl -2.85474 -4.69508 0.53383 0.17 0.03 -0.10 0.469
H -5.09929 -4.27673 -0.06946 0.21 -0.10 0.25 0.036
H -4.52643 -3.17164 1.21312 0.11 -0.34 -0.05 -0.018
C -9.06104 3.52045 -2.18536 0.00 -0.19 -0.03 -1.076
Cl -8.24177 1.95561 -2.11342 -0.06 -0.10 -0.12 0.468
Cl -8.43328 4.62434 -0.95556 -0.13 0.24 0.02 0.492
H -8.90182 3.96035 -3.17290 0.06 -0.12 0.28 0.035
H -10.13011 3.37038 -2.01632 1.00 -0.17 0.20 -0.107
C -4.89303 0.28457 4.57110 0.17 -0.30 -0.14 -1.041
Cl -6.24889 1.32520 4.11960 -0.03 -0.07 -0.12 0.516
Cl -4.03652 0.92960 5.97658 0.06 -0.10 -0.05 0.508
H -5.27356 -0.71095 4.81240 0.01 0.33 0.04 0.032
H -4.19853 0.22020 3.72995 -0.18 0.18 0.24 -0.028
C -12.53754 3.03271 -4.06371 -0.27 0.06 -0.42 -0.965
Cl -11.71827 1.46787 -3.99177 0.00 0.00 -0.06 0.524
Cl -11.90978 4.13661 -2.83391 -1.25 0.30 -0.68 0.559
H -12.37833 3.47261 -5.05125 0.06 -0.14 0.29 0.035
H -13.60661 2.88264 -3.89467 0.33 0.01 0.08 0.034
C -6.56953 -0.52977 -5.15589 -0.06 -0.28 -0.29 -1.018
Cl -7.92539 0.51087 -5.60738 0.04 -0.13 -0.06 0.502
Cl -5.71302 0.11526 -3.75040 0.19 -0.11 0.04 0.487
H -6.95006 -1.52529 -4.91458 0.04 0.34 0.04 0.031
H -5.87504 -0.59414 -5.99704 -0.16 0.15 0.26 0.030
C -13.57524 5.51784 0.39943 -0.21 0.24 -0.14 -1.017
Cl -14.31832 4.48185 1.62404 -0.07 0.08 -0.05 0.507
Cl -11.90775 5.02697 0.07761 0.11 0.28 0.40 0.474
H -14.15230 5.44532 -0.52568 0.19 -0.11 0.23 0.026
H -13.57944 6.55041 0.75690 0.08 -0.33 -0.01 0.032
C -0.25982 5.68041 1.43490 -0.37 0.05 0.04 -1.007
Cl 0.43013 4.34976 0.49762 -0.34 0.25 -0.07 0.542
Cl 0.95604 6.91862 1.77193 -0.01 0.01 0.04 0.539
H -1.07724 6.13003 0.86591 0.29 -0.10 0.09 0.032
H -0.64070 5.28890 2.38128 0.18 0.07 -0.23 0.023
C -4.13459 -8.36230 4.13294 -0.29 0.16 -0.16 -1.047
Cl -2.96842 -7.70805 5.28928 -0.05 0.11 -0.01 0.493
Cl -3.73471 -10.02897 3.70007 -0.09 0.02 -0.07 0.501
H -5.13085 -8.34045 4.58137 0.32 -0.09 -0.02 0.032
H -4.12301 -7.74757 3.22963 0.12 -0.20 0.24 -0.013
C 1.05243 10.13378 3.68574 -0.03 -0.32 0.05 -1.051
Cl 0.06144 11.24679 2.73482 -0.07 -0.12 -0.02 0.497
Cl 2.43743 10.96760 4.40100 0.01 -0.11 0.04 0.503
H 0.44156 9.70810 4.48556 0.15 0.23 -0.18 0.030
H 1.41557 9.33535 3.03408 -0.06 0.36 0.14 -0.032